{"formula": "C2H6NS", "method": "the ωB97M-V functional and the def2-TZVPD basis", "total_charge": 1, "species": ["C", "C", "N", "S", "H", "H", "H", "H", "H", "H"], "positions_angstrom": [[0.32986, 0.75901, 0.55623], [0.10696, -0.66800, -0.40805], [-0.94476, 0.09390, 0.25493], [0.22417, -0.27136, -2.20201], [0.72158, 0.70778, 1.62692], [0.34450, 1.65816, 0.14584], [0.59903, -1.58227, -0.18252], [-1.29804, -0.29209, 1.17728], [-1.73912, 0.46776, -0.28092], [1.48955, -0.05198, -1.91597]], "forces_ev_per_a": [[0.122, -5.542, 1.036], [1.229, 5.069, -0.780], [-1.636, -2.208, 3.483], [-0.501, -0.441, 1.200], [-0.918, -0.394, -1.641], [0.811, 3.655, -2.331], [-0.595, -0.748, 1.279], [0.016, 0.060, -1.575], [0.657, 0.252, -0.062], [0.814, 0.295, -0.608]], "lowdin_charge": [0.0248, -0.4344, -0.0004, 0.8096, 0.1584, 0.0570, 0.1011, 0.2113, 0.1889, -0.1162]}

=====

{"formula": "C42H50AlCl2N4O4P", "method": "the ωB97M-V functional and the def2-TZVPD basis", "total_charge": 2, "species": ["Al", "Cl", "C", "C", "C", "Cl", "C", "C", "C", "C", "N", "C", "C", "O", "H", "H", "H", "H", "O", "N", "O", "C", "C", "C", "C", "C", "C", "N", "C", "C", "N", "C", "C", "C", "C", "H", "H", "H", "H", "H", "H", "H", "C", "C", "C", "O", "H", "H", "H", "H", "H", "H", "C", "C", "C", "C", "C", "C", "P", "C", "C", "C", "C", "C", "C", "C", "C", "C", "C", "C", "C", "H", "H", "H", "H", "H", "H", "H", "H", "H", "H", "H", "H", "H", "H", "H", "H", "H", "H", "H", "H", "H", "H", "H", "H", "H", "H", "H", "H", "H", "H", "H", "H", "H"], "positions_angstrom": [[-1.41431, -0.81756, -0.57052], [-5.16667, -3.02105, -2.63579], [-5.18571, -1.98809, -1.26244], [-6.41426, -1.68295, -0.63475], [-6.46691, -0.86838, 0.45484], [-7.98227, -0.51873, 1.20282], [-5.28017, -0.30598, 0.98502], [-5.21107, 0.53607, 2.11159], [-3.99470, 0.99419, 2.54439], [-2.83580, 0.62860, 1.85102], [-2.85460, -0.14042, 0.77201], [-4.07008, -0.62042, 0.34212], [-4.00604, -1.47121, -0.79254], [-2.80718, -1.70495, -1.29924], [-7.32697, -2.10888, -1.03285], [-6.12055, 0.80298, 2.63533], [-3.91420, 1.62522, 3.42018], [-1.86832, 0.94602, 2.20378], [2.60565, -5.79031, 2.28694], [2.42895, -6.00652, 1.10141], [2.89009, -6.93269, 0.47683], [1.63986, -4.99675, 0.34820], [1.86482, -4.92148, -0.96902], [1.18897, -3.93121, -1.75963], [1.22696, -3.89583, -3.16286], [0.47108, -2.96730, -3.82984], [-0.25829, -2.03043, -3.09756], [-0.27310, -2.01660, -1.77229], [0.39543, -2.99378, -1.11455], [0.11061, -3.13031, 0.28907], [-0.84720, -2.29615, 0.77387], [-1.32311, -2.53320, 1.98672], [-0.84082, -3.56490, 2.78969], [0.17609, -4.36139, 2.33316], [0.68113, -4.15795, 1.03205], [2.55351, -5.61605, -1.43163], [1.82197, -4.62148, -3.70617], [0.43836, -2.94165, -4.90993], [-0.86069, -1.28166, -3.59465], [-2.09949, -1.87146, 2.34653], [-1.27473, -3.72443, 3.76841], [0.56314, -5.15603, 2.95088], [-1.95467, 1.50873, -3.89158], [-2.18902, 1.50442, -2.42267], [-3.10574, 2.49533, -1.79407], [-1.65064, 0.64073, -1.72739], [-2.19581, 2.46655, -4.34651], [-2.61674, 0.74691, -4.32529], [-0.92537, 1.22296, -4.11609], [-3.01183, 3.47575, -2.25850], [-2.94904, 2.55051, -0.71813], [-4.13275, 2.15179, -1.98019], [0.71911, 5.31285, 0.75906], [1.45817, 4.79306, -0.48985], [1.06100, 3.34963, -0.85734], [0.85569, 2.52722, 0.41920], [-0.37020, 3.08774, 1.18433], [-0.60720, 4.58233, 0.91350], [0.82058, 0.68423, 0.18094], [2.14928, 0.36486, -1.09256], [3.51934, 1.05336, -0.83068], [4.31296, 1.29614, -2.12310], [4.15038, 0.10722, -3.06105], [2.69896, 0.04945, -3.56359], [1.70408, 0.64013, -2.54429], [1.49437, -0.02784, 1.75734], [0.43531, -0.09681, 2.87255], [1.04372, -0.75243, 4.11079], [2.11204, 0.17239, 4.73380], [2.63885, 1.18740, 3.71240], [2.81774, 0.57183, 2.32356], [0.55963, 6.38807, 0.68574], [1.32347, 5.15366, 1.65826], [2.53744, 4.82391, -0.32278], [1.26231, 5.44313, -1.34532], [1.84418, 2.93312, -1.48422], [0.13719, 3.34134, -1.45011], [1.74944, 2.67063, 1.03123], [-0.23153, 2.94497, 2.25655], [-1.26729, 2.54240, 0.89676], [-1.20187, 5.00531, 1.72356], [-1.19643, 4.71412, -0.00179], [2.28916, -0.72145, -1.00275], [4.11433, 0.41117, -0.18234], [3.39770, 2.00263, -0.30538], [5.35989, 1.46631, -1.87080], [3.96497, 2.20698, -2.62397], [4.40470, -0.81029, -2.51692], [4.83863, 0.16571, -3.90487], [2.43378, -0.97972, -3.80517], [2.61519, 0.61615, -4.49403], [0.70497, 0.25466, -2.72131], [1.63134, 1.71347, -2.71171], [1.68958, -1.06674, 1.46591], [-0.43592, -0.64528, 2.53233], [0.08817, 0.90271, 3.13682], [1.49390, -1.70553, 3.80791], [0.27059, -0.99456, 4.84282], [2.93827, -0.42510, 5.12121], [1.69124, 0.70541, 5.58778], [3.59293, 1.59795, 4.04586], [1.95481, 2.04187, 3.64624], [3.56273, -0.22682, 2.38630], [3.24059, 1.31848, 1.66295]], "forces_ev_per_a": [[-0.110, -0.187, 0.550], [-0.012, -0.003, -0.001], [-0.161, -0.020, -0.039], [-0.048, -0.120, -0.169], [-0.130, 0.045, 0.071], [0.012, -0.004, -0.013], [0.064, 0.101, 0.094], [-0.114, -0.015, 0.017], [0.107, 0.034, 0.057], [-0.057, -0.133, -0.101], [-0.083, 0.020, -0.040], [0.222, 0.050, -0.010], [0.182, 0.121, 0.153], [0.063, 0.047, -0.088], [0.066, 0.003, 0.004], [0.021, -0.015, -0.032], [0.013, -0.036, -0.064], [0.061, 0.122, -0.042], [-0.162, 0.003, -0.253], [0.308, -0.025, 0.136], [-0.208, 0.183, 0.075], [-0.025, -0.143, 0.390], [0.044, 0.100, -0.351], [0.094, -0.171, -0.017], [0.137, -0.106, -0.061], [0.015, 0.058, -0.116], [-0.054, 0.061, 0.198], [0.170, 0.049, 0.000], [-0.252, 0.252, 0.052], [-0.226, 0.234, -0.137], [0.080, -0.104, -0.116], [0.022, -0.013, -0.128], [-0.052, -0.017, 0.096], [0.029, -0.075, 0.042], [0.085, -0.218, 0.097], [-0.018, -0.006, -0.013], [-0.024, 0.033, 0.032], [-0.005, 0.005, 0.018], [0.023, 0.025, 0.015], [-0.060, -0.102, -0.054], [0.031, 0.009, -0.063], [0.041, -0.010, 0.003], [-0.037, 0.016, -0.067], [-0.137, 0.165, 0.112], [-0.056, -0.062, -0.056], [0.177, -0.113, -0.290], [0.006, -0.036, -0.002], [0.029, 0.071, 0.033], [-0.061, 0.027, 0.036], [0.007, -0.001, 0.008], [-0.003, -0.020, -0.038], [0.064, 0.035, -0.022], [0.042, -0.044, -0.058], [-0.059, -0.032, 0.069], [0.033, 0.159, 0.021], [-0.232, 0.059, 0.037], [0.107, 0.016, -0.087], [0.034, -0.004, -0.035], [-0.079, -0.161, -0.160], [0.023, 0.008, -0.040], [0.023, -0.016, -0.004], [-0.060, -0.016, -0.014], [-0.038, 0.019, 0.041], [-0.011, 0.030, 0.069], [0.125, -0.017, -0.004], [0.030, 0.047, 0.077], [0.118, 0.083, -0.003], [0.105, 0.041, -0.041], [-0.024, -0.010, -0.051], [-0.062, 0.021, -0.010], [-0.056, -0.129, 0.119], [0.027, -0.009, 0.000], [-0.022, -0.010, -0.046], [-0.011, 0.018, 0.001], [-0.015, -0.031, 0.025], [-0.072, 0.148, 0.127], [0.039, -0.007, 0.004], [0.025, 0.089, 0.098], [0.002, -0.077, 0.074], [-0.108, -0.141, -0.037], [0.003, 0.005, 0.001], [0.026, -0.022, 0.049], [0.050, -0.014, -0.057], [0.004, -0.017, 0.068], [0.007, -0.048, -0.023], [-0.019, -0.006, 0.002], [0.025, -0.040, 0.021], [-0.013, 0.048, -0.032], [-0.028, 0.004, 0.036], [-0.045, -0.104, 0.008], [-0.021, -0.017, 0.012], [-0.138, -0.087, -0.027], [0.021, -0.156, -0.047], [0.038, -0.073, -0.024], [0.108, 0.163, 0.034], [-0.001, 0.133, 0.012], [-0.013, 0.040, 0.026], [0.006, 0.025, -0.017], [-0.009, -0.009, -0.010], [0.013, -0.008, -0.011], [-0.024, -0.016, 0.006], [0.038, -0.040, -0.008], [-0.024, 0.022, -0.017], [0.031, 0.067, -0.079]], "lowdin_charge": [0.0595, 0.7627, -0.5718, -0.0886, -0.5997, 0.7572, -0.1559, 0.0261, -0.0025, -0.0980, 0.0971, -0.1123, -0.3224, -0.0328, 0.1212, 0.1106, 0.1245, 0.0855, 0.1006, -0.3285, 0.1278, -0.0477, 0.0978, -0.0957, 0.0548, 0.0046, -0.0481, 0.1146, -0.1080, -0.1077, 0.1125, -0.0700, 0.0165, 0.0636, -0.0394, 0.1475, 0.1434, 0.1323, 0.1272, 0.1246, 0.1347, 0.1276, 0.0409, -0.3530, 0.0429, 0.0453, 0.1036, 0.1251, 0.0925, 0.1067, 0.0832, 0.1257, -0.1801, -0.1604, -0.1988, -0.3898, -0.1937, -0.1886, 1.1621, -0.3874, -0.1891, -0.1793, -0.1817, -0.1665, -0.2133, -0.3916, -0.2308, -0.1706, -0.1688, -0.1882, -0.1740, 0.1168, 0.1182, 0.1159, 0.1179, 0.0709, 0.1152, 0.1052, 0.1063, 0.0648, 0.1185, 0.1090, 0.1067, 0.1139, 0.0928, 0.1220, 0.1195, 0.1165, 0.1180, 0.0886, 0.1194, 0.0522, 0.0921, 0.1000, 0.0437, 0.0997, 0.1116, 0.1156, 0.1160, 0.1151, 0.1219, 0.1069, 0.1282, 0.0732]}

=====

Across the entries above, ΔE to the lowest compared entry with this formula, charge and spin takes the values 178.1; 50.7 kJ/mol, respectively.
Across the entries above, gap between HOMO and LUMO takes the values 10.51; 6.71 eV, respectively.
Across the entries above, molecular weight takes the values 76.14; 803.75 g/mol, respectively.